The following is a quantum chemistry calculation of a 13-piece molecular cluster, C56H148N10O18 overall in a non-equilibrium geometry, from the Open Molecules 2025 dataset.

```
! wB97M-V def2-TZVPD RIJCOSX def2/J DEFGRID3
* xyz 0 1
C -17.520 -10.458 -9.201
C -17.838 -11.827 -8.772
C -18.071 -11.938 -7.228
O -18.541 -13.217 -6.883
C -17.663 -14.022 -6.139
N -18.991 -12.293 -9.477
H -18.268 -9.707 -8.947
H -17.326 -10.514 -10.272
H -16.629 -10.116 -8.674
H -17.109 -12.620 -8.938
H -18.763 -11.199 -6.827
H -17.095 -11.796 -6.764
H -16.801 -14.444 -6.656
H -18.253 -14.935 -6.063
H -17.419 -13.688 -5.130
H -19.776 -11.764 -9.124
H -19.230 -13.218 -9.148
C -24.336 -14.002 6.376
C -25.523 -13.328 6.924
C -26.864 -14.129 6.725
O -28.073 -13.254 6.791
C -28.747 -13.279 8.036
N -25.275 -13.082 8.342
H -23.370 -13.563 6.624
H -24.390 -14.026 5.288
H -24.402 -15.040 6.703
H -25.644 -12.349 6.459
H -27.001 -14.958 7.419
H -26.980 -14.454 5.691
H -28.195 -13.267 8.976
H -29.181 -14.279 8.034
H -29.585 -12.596 8.175
H -25.813 -12.413 8.876
H -24.306 -12.827 8.464
C -31.169 -18.858 0.356
C -31.236 -18.620 1.872
C -29.879 -18.633 2.714
O -30.362 -18.289 4.014
C -29.504 -18.629 5.130
N -31.942 -17.448 2.172
H -30.400 -18.252 -0.124
H -32.095 -18.757 -0.210
H -30.949 -19.904 0.145
H -31.737 -19.461 2.351
H -29.046 -17.975 2.466
H -29.575 -19.678 2.642
H -28.439 -18.481 4.947
H -29.487 -19.705 5.306
H -29.724 -18.174 6.096
H -31.579 -16.650 1.670
H -31.676 -17.400 3.145
C -22.436 -17.908 2.158
C -21.634 -17.120 1.112
C -20.526 -17.971 0.461
O -19.523 -17.213 -0.165
C -18.353 -17.721 -0.743
N -22.543 -16.490 0.160
H -22.591 -18.887 1.705
H -23.435 -17.561 2.420
H -21.973 -17.873 3.145
H -21.229 -16.336 1.752
H -20.987 -18.568 -0.326
H -20.047 -18.637 1.178
H -17.748 -16.904 -1.136
H -18.613 -18.397 -1.557
H -17.772 -18.315 -0.037
H -22.157 -15.943 -0.596
H -23.156 -17.125 -0.331
C -18.802 -12.823 3.147
C -17.623 -12.918 2.149
C -16.406 -13.744 2.522
O -15.296 -13.201 1.817
C -14.105 -14.002 1.883
N -18.059 -13.270 0.816
H -19.701 -12.452 2.655
H -18.569 -12.152 3.973
H -18.949 -13.791 3.627
H -17.099 -11.974 2.001
H -16.567 -14.777 2.215
H -16.163 -13.839 3.580
H -13.159 -13.463 1.825
H -14.044 -14.651 1.009
H -13.955 -14.547 2.815
H -17.163 -13.235 0.351
H -18.239 -14.264 0.813
C -23.818 -12.661 -3.360
C -22.286 -12.868 -3.464
O -21.919 -14.178 -3.716
H -24.138 -11.625 -3.250
H -24.227 -13.354 -2.625
H -24.272 -12.783 -4.343
H -21.904 -12.731 -2.452
H -21.942 -12.130 -4.189
H -21.023 -14.120 -4.055
C -22.229 -24.483 1.681
C -21.037 -24.718 0.805
O -21.010 -23.774 -0.204
H -21.993 -23.531 2.157
H -22.329 -25.307 2.388
H -23.156 -24.218 1.173
H -21.203 -25.687 0.333
H -20.088 -24.836 1.327
H -20.702 -24.247 -0.981
C -20.363 -21.929 -4.981
C -20.473 -23.439 -4.902
O -19.452 -24.029 -4.118
H -20.916 -21.516 -4.137
H -20.718 -21.477 -5.906
H -19.354 -21.548 -4.822
H -20.272 -23.922 -5.858
H -21.435 -23.843 -4.586
H -19.151 -24.849 -4.517
C -17.432 -28.650 -4.393
O -17.065 -27.219 -4.391
C -15.654 -26.874 -4.644
C -14.608 -27.245 -3.547
N -14.592 -26.475 -2.303
C -14.455 -25.034 -2.477
C -14.279 -24.173 -1.219
O -14.065 -22.805 -1.393
C -12.715 -22.560 -1.907
H -18.491 -28.741 -4.635
H -17.206 -29.103 -3.428
H -16.850 -29.214 -5.122
H -15.476 -25.841 -4.943
H -15.268 -27.418 -5.507
H -13.601 -27.283 -3.964
H -14.797 -28.303 -3.365
H -15.521 -26.578 -1.920
H -15.376 -24.627 -2.894
H -13.632 -24.772 -3.142
H -13.553 -24.594 -0.523
H -15.236 -24.244 -0.701
H -12.646 -21.485 -2.073
H -12.479 -22.998 -2.877
H -11.970 -22.934 -1.205
C -13.626 -10.817 -2.715
O -12.337 -10.202 -2.318
C -12.473 -9.136 -1.383
C -11.188 -8.288 -1.524
N -10.990 -7.769 -2.889
C -12.081 -6.956 -3.451
C -12.200 -5.613 -2.782
O -13.384 -4.859 -3.038
C -13.610 -3.725 -2.170
H -13.383 -11.239 -3.690
H -14.416 -10.067 -2.771
H -13.910 -11.598 -2.010
H -12.622 -9.470 -0.356
H -13.347 -8.508 -1.555
H -10.392 -8.861 -1.050
H -11.288 -7.423 -0.869
H -10.884 -8.616 -3.428
H -13.029 -7.469 -3.294
H -11.917 -6.722 -4.503
H -11.427 -4.886 -3.033
H -12.100 -5.684 -1.699
H -12.723 -3.114 -2.337
H -13.811 -4.067 -1.155
H -14.493 -3.150 -2.447
C -22.420 -21.790 6.747
O -21.368 -21.627 7.779
C -21.673 -20.597 8.723
C -20.411 -20.139 9.447
N -19.327 -19.718 8.494
C -19.732 -18.722 7.472
C -18.704 -18.965 6.281
O -18.826 -20.358 5.839
C -18.145 -20.806 4.649
H -23.455 -21.578 7.016
H -22.324 -22.790 6.325
H -22.199 -21.117 5.918
H -22.512 -20.768 9.397
H -22.126 -19.715 8.270
H -19.971 -20.916 10.073
H -20.618 -19.316 10.130
H -18.974 -20.570 8.081
H -19.684 -17.698 7.841
H -20.756 -18.723 7.100
H -17.679 -18.832 6.626
H -18.841 -18.347 5.394
H -18.730 -21.623 4.226
H -17.189 -21.276 4.876
H -17.979 -19.997 3.937
C -33.553 -16.395 -6.899
O -32.187 -16.899 -7.107
C -32.134 -17.823 -8.239
C -30.796 -18.469 -8.380
N -30.190 -18.894 -7.088
C -28.812 -19.395 -7.315
C -27.960 -19.479 -6.098
O -27.544 -18.134 -5.794
C -26.995 -17.846 -4.523
H -34.368 -17.088 -6.688
H -33.919 -15.568 -7.507
H -33.503 -15.900 -5.929
H -32.179 -17.317 -9.203
H -33.007 -18.470 -8.148
H -30.022 -17.838 -8.815
H -30.859 -19.283 -9.102
H -30.058 -18.017 -6.604
H -28.316 -18.754 -8.044
H -28.802 -20.327 -7.882
H -26.981 -19.897 -6.335
H -28.556 -19.894 -5.285
H -27.621 -18.041 -3.652
H -26.745 -16.790 -4.418
H -26.065 -18.354 -4.268
C -8.832 -14.239 -13.306
O -9.402 -15.176 -12.378
C -9.065 -14.847 -11.052
C -9.348 -15.834 -9.944
N -10.723 -15.829 -9.462
C -10.902 -16.931 -8.532
C -12.375 -17.102 -7.951
O -12.327 -18.036 -6.864
C -13.499 -18.517 -6.392
H -7.805 -14.392 -13.635
H -9.045 -13.223 -12.973
H -9.312 -14.490 -14.252
H -9.246 -13.840 -10.678
H -7.978 -14.780 -11.085
H -8.683 -15.781 -9.082
H -8.918 -16.711 -10.429
H -11.354 -16.130 -10.191
H -10.298 -16.810 -7.633
H -10.654 -17.924 -8.907
H -13.041 -17.256 -8.800
H -12.653 -16.174 -7.452
H -13.311 -19.024 -5.445
H -13.851 -19.281 -7.084
H -14.248 -17.739 -6.243
*
```

Summary:
F_max	3.1	eV/Å
energy relative to the best compared isomer or geometry (same formula, charge and spin)	747.57	kJ/mol
E_tot	-112208.5954	eV
Kohn-Sham gap	8.746	eV
E_HOMO	-8.64	eV